Entry 1:
A 3-piece molecular cluster, C32H63Br3Cl3FN5O2S2 overall. Source: the OMol25 dataset; level of theory: the ωB97M-V functional and the def2-TZVPD basis.

Properties
HOMO-LUMO gap ... 7.3 eV
E_HOMO ... -10.7 eV

The geometry in ORCA input format:
```
! RIJCOSX wB97M-V def2-TZVPD def2/J DEFGRID3
* xyz 1 1
C -1.0269 7.0074 -1.6175
C -0.5239 6.2705 -2.8600
C -1.5816 5.3623 -3.5127
C -1.3169 3.8657 -3.3525
C -1.5519 3.3407 -1.9217
C -2.6306 2.2511 -1.8486
C -2.5302 1.3099 -0.6544
Cl -2.3792 2.3853 0.7975
C -3.7657 0.4140 -0.4408
C -4.2706 -0.2521 -1.7394
C -5.7783 -0.5264 -1.7982
C -6.5991 0.7481 -1.8801
Cl -6.5213 1.4771 -3.5139
C -3.5235 -0.5609 0.7784
S -3.7771 -2.2912 0.2300
C -4.4460 -0.2227 1.9488
C -5.9369 -0.3481 1.6543
C -6.7642 0.1143 2.8507
S -8.5135 -0.3316 2.6252
N -2.0796 -0.5205 1.2659
Cl -1.7720 -0.0535 2.8883
C -1.0587 -0.2352 0.4129
N 0.1771 -0.6889 0.6533
C 1.3479 -0.1475 -0.0793
C 1.6129 1.3480 0.0775
F 2.7204 1.5570 0.8699
C 0.3961 -1.8020 1.5277
Br -0.0892 -3.4395 0.7398
C 0.9785 -1.7772 2.7095
C 1.2563 -2.9898 3.5377
Br 1.5156 -0.1448 3.4548
N -1.2837 0.5045 -0.6915
C -0.9534 -0.1527 -2.0060
C -0.0103 0.6059 -2.9422
C 1.0180 -0.2583 -3.6566
Br 0.2484 -1.8966 -4.3494
H -1.5350 6.3312 -0.9239
H -0.2097 7.4806 -1.0695
H -1.7321 7.7936 -1.8978
H 0.3604 5.6777 -2.5971
H -0.1885 7.0117 -3.5885
H -2.5644 5.5856 -3.0781
H -1.6662 5.5893 -4.5777
H -0.2809 3.6641 -3.6479
H -1.9607 3.3199 -4.0515
H -0.6238 2.9741 -1.4740
H -1.8757 4.1728 -1.2944
H -3.6140 2.7265 -1.7625
H -2.6547 1.6849 -2.7808
H -4.5481 1.1088 -0.1286
H -4.0776 0.4193 -2.5778
H -3.7180 -1.1675 -1.9587
H -5.9554 -1.0989 -2.7124
H -6.1336 -1.1475 -0.9755
H -7.6486 0.5696 -1.6565
H -6.2394 1.5369 -1.2170
H -3.8382 -2.7625 1.4830
H -4.1965 -0.8794 2.7860
H -4.2321 0.8076 2.2522
H -6.1873 -1.3857 1.4180
H -6.2187 0.2730 0.8013
H -6.3953 -0.3433 3.7719
H -6.6953 1.1942 2.9777
H -9.0095 0.8977 2.7871
H 2.2109 -0.6876 0.3068
H 1.2528 -0.4153 -1.1291
H 0.7678 1.8735 0.5314
H 1.8418 1.8006 -0.8874
H 0.3178 -3.3874 3.9371
H 1.7152 -3.7708 2.9270
H 1.9158 -2.7674 4.3756
H -1.9097 -0.3153 -2.4939
H -0.5777 -1.1512 -1.7793
H -0.6024 1.1188 -3.7026
H 0.5139 1.3916 -2.3933
H 1.4326 0.2590 -4.5165
H 1.8620 -0.5557 -3.0374
C 6.5607 -2.4537 -5.1145
C 5.0816 -2.6679 -5.4174
C 4.2684 -1.3769 -5.5409
O 3.9887 -0.7260 -4.3102
C 5.0321 0.0740 -3.7871
N 4.5226 -3.6011 -4.4388
H 6.7188 -2.2268 -4.0593
H 7.1178 -3.3625 -5.3357
H 6.9791 -1.6399 -5.7091
H 5.0086 -3.1518 -6.3968
H 3.2893 -1.6311 -5.9552
H 4.7535 -0.6733 -6.2300
H 5.5882 0.5696 -4.5886
H 5.7345 -0.5009 -3.1798
H 4.5734 0.8368 -3.1567
H 3.5836 -3.8741 -4.7103
H 4.4237 -3.1211 -3.5491
C 5.4585 -2.2994 8.5342
C 5.2027 -3.4639 7.5828
C 4.6290 -3.0487 6.2252
O 3.2607 -2.6712 6.2437
C 2.9956 -1.3452 6.6565
N 4.3932 -4.4691 8.2683
H 4.5328 -1.9637 9.0031
H 6.1276 -2.6161 9.3325
H 5.9131 -1.4510 8.0195
H 6.1683 -3.9298 7.3594
H 4.6780 -3.9094 5.5537
H 5.2294 -2.2413 5.7842
H 3.7681 -0.6572 6.2970
H 2.9103 -1.2434 7.7404
H 2.0411 -1.0646 6.2132
H 4.3393 -5.3188 7.7168
H 3.4391 -4.1299 8.3463
*
```

=====

Entry 2:
A 19-piece molecular cluster, C32H63Cl36N2O4 overall. Source: the OMol25 dataset; level of theory: the ωB97M-V functional and the def2-TZVPD basis.

Properties
HOMO-LUMO gap ... 5.9 eV
E_HOMO ... -4.4 eV

The geometry in ORCA input format:
```
! RIJCOSX wB97M-V def2-TZVPD def2/J DEFGRID3
* xyz -1 1
C 2.1196 -2.9282 1.4317
C 1.8512 -2.9071 -0.0669
C 2.5158 -1.7476 -0.8022
N 2.1665 -0.4126 -0.3354
C 3.3153 0.4809 -0.2227
C 3.8839 0.4359 1.2084
C 4.5835 1.7285 1.6114
C 5.1106 1.7413 3.0432
C 4.0632 1.9764 4.1254
O 3.1418 3.0066 3.7070
C 3.0938 4.0983 4.5029
C 2.1199 4.1113 5.6467
O 3.7913 5.0487 4.2813
C 1.0495 0.1189 -1.1274
C -0.2707 -0.6147 -0.9107
N -0.5554 -0.7561 0.5237
C -1.9098 -1.2186 0.7743
C 1.3753 0.2361 -2.6450
O 0.5366 -0.2609 -3.4299
O 2.4394 0.8017 -2.9511
H 3.0958 -3.3824 1.6269
H 1.3879 -3.5612 1.9402
H 2.0571 -1.9340 1.8650
H 2.2717 -3.8285 -0.4909
H 0.7910 -2.9511 -0.2966
H 2.3397 -1.8539 -1.8834
H 3.5953 -1.8844 -0.6629
H 2.9864 1.5023 -0.4202
H 4.0802 0.2515 -0.9691
H 3.0778 0.1655 1.8941
H 4.6205 -0.3766 1.2567
H 3.9348 2.5903 1.4461
H 5.4387 1.8537 0.9396
H 5.6904 0.8438 3.2719
H 5.8110 2.5806 3.1203
H 4.5755 2.3126 5.0309
H 3.5062 1.0704 4.3725
H 1.9648 5.1615 5.8809
H 1.1867 3.6110 5.3939
H 2.5333 3.6325 6.5368
H 0.8616 1.1391 -0.7636
H -1.0540 -0.0079 -1.3795
H -0.2692 -1.5875 -1.4015
H -0.4101 0.1585 0.9377
H -2.0762 -2.1459 0.2309
H -2.6896 -0.4753 0.5628
H -1.9841 -1.4751 1.8388
C 3.9871 1.7605 9.1690
Cl 2.8917 1.1718 7.9163
Cl 5.1459 2.9353 8.5316
H 3.4011 2.2399 9.9437
H 4.5346 0.9173 9.5724
C 0.7129 5.7971 2.8485
Cl 0.0591 6.2426 1.2682
Cl -0.3285 6.3238 4.1827
H 0.8030 4.7171 2.8879
H 1.6855 6.2614 2.9632
C -3.8054 -4.6011 2.4509
Cl -3.7885 -3.2283 3.5735
Cl -2.3064 -4.7531 1.5292
H -3.9570 -5.5137 3.0167
H -4.6192 -4.4466 1.7546
C 3.4288 2.5227 -5.6272
Cl 2.1663 2.1686 -6.8198
Cl 3.8250 4.2520 -5.5955
H 3.0753 2.2146 -4.6466
H 4.3203 1.9711 -5.8979
C -5.4692 -0.6962 -1.5580
Cl -4.6780 -2.0662 -0.7760
Cl -4.4605 0.0113 -2.8269
H -6.3926 -1.0324 -2.0117
H -5.6627 0.0629 -0.8088
C -8.4334 -0.2018 -4.2670
Cl -9.7129 0.6632 -5.1267
Cl -8.9457 -0.6965 -2.6455
H -8.1735 -1.0884 -4.8322
H -7.5746 0.4527 -4.1705
C -9.6807 2.3331 0.2139
Cl -10.7136 2.0306 1.6220
Cl -8.3303 1.2039 0.1339
H -10.2801 2.2189 -0.6818
H -9.2884 3.3402 0.2857
C -6.6876 -6.5827 -0.0199
Cl -7.2164 -5.2565 1.0232
Cl -5.0884 -7.1958 0.4200
H -7.4018 -7.3920 0.0705
H -6.6461 -6.2213 -1.0402
C 2.2660 -0.3724 -9.2620
Cl 3.7467 -0.3919 -10.2426
Cl 1.7293 -2.0052 -8.8603
H 2.4691 0.1726 -8.3474
H 1.4868 0.1186 -9.8320
C -13.4813 4.3013 2.3116
Cl -14.7371 3.9663 1.1120
Cl -13.0295 6.0111 2.3375
H -13.8588 4.0302 3.2900
H -12.6036 3.7182 2.0596
C 3.3987 7.6442 0.2243
Cl 4.0624 6.4258 1.3168
Cl 4.5341 8.0692 -1.0661
H 2.4941 7.2527 -0.2245
H 3.1816 8.5398 0.7963
C 5.3215 10.7095 2.0035
Cl 4.1056 11.5126 1.0008
Cl 4.7488 10.4436 3.6538
H 5.5519 9.7479 1.5577
H 6.2049 11.3349 2.0394
C 5.1696 2.7136 -11.8647
Cl 5.0048 4.0869 -10.7679
Cl 6.7893 2.6248 -12.5769
H 4.9853 1.8031 -11.3092
H 4.4481 2.8212 -12.6655
C 0.0231 -2.0898 5.0336
Cl -0.2929 -1.5654 3.3870
Cl 1.7603 -1.9555 5.3996
H -0.5340 -1.4555 5.7135
H -0.2706 -3.1262 5.1565
C -0.0592 -8.0155 0.9993
Cl 0.9935 -6.7309 0.4156
Cl -0.7105 -7.6660 2.6124
H -0.8965 -8.1095 0.3169
H 0.5038 -8.9402 1.0407
C -2.6988 -8.5295 5.5252
Cl -4.0750 -8.7792 4.4421
Cl -2.2102 -6.8345 5.5875
H -2.9821 -8.8450 6.5219
H -1.8625 -9.1134 5.1590
C 0.4573 -4.3593 -3.3775
Cl -0.2322 -4.8239 -1.8190
Cl 1.7443 -5.4677 -3.8876
H -0.3254 -4.3731 -4.1253
H 0.8722 -3.3595 -3.2854
C 4.8522 -5.5894 -6.4528
Cl 4.3805 -7.1468 -5.7611
Cl 6.4117 -5.0340 -5.8343
H 4.9277 -5.6992 -7.5275
H 4.0957 -4.8577 -6.1932
*
```

=====

Entry 3:
A 13-piece molecular cluster, C32H63Cl6N7O8 overall in a non-equilibrium geometry. Source: the OMol25 dataset; level of theory: the ωB97M-V functional and the def2-TZVPD basis.

Properties
HOMO-LUMO gap ... 10.0 eV
E_HOMO ... -9.7 eV

The geometry in ORCA input format:
```
! RIJCOSX wB97M-V def2-TZVPD def2/J DEFGRID3
* xyz 0 1
C 16.2867 8.8105 11.0671
C 17.5888 8.6385 10.4740
N 18.6330 8.5547 10.0010
H 16.0676 9.8899 11.1461
H 16.3571 8.3544 12.0657
H 15.5194 8.3501 10.4671
C 15.2483 14.1932 15.9071
C 15.0928 14.3721 17.3718
N 14.9465 14.4395 18.5198
H 16.1535 14.7181 15.5790
H 14.4503 14.7362 15.3957
H 15.1915 13.1468 15.7130
C 19.7326 12.2049 9.2833
C 18.3480 12.4793 9.6227
N 17.2476 12.6525 9.9150
H 19.9169 11.1417 9.3777
H 20.4308 12.8021 9.8709
H 19.8500 12.5033 8.2185
C 12.1459 18.6545 10.9216
C 12.3607 19.5984 9.8123
N 12.5289 20.2863 8.9041
H 12.1103 19.2162 11.8508
H 12.9707 17.9501 11.0608
H 11.2512 18.0691 10.7957
C 10.5244 13.4783 13.0469
C 11.1297 13.4946 11.6935
N 11.6485 13.4626 10.6793
H 10.0949 12.5050 13.2447
H 9.7644 14.2403 13.1908
H 11.2637 13.8298 13.7802
C 12.3794 11.2058 8.1871
C 12.3876 10.4210 9.3604
N 12.3071 9.7921 10.3298
H 13.3655 11.1553 7.7334
H 12.1117 12.2385 8.3249
H 11.6248 10.7850 7.5309
C 14.7346 14.2779 8.3739
C 15.5696 15.1196 7.5400
N 16.2371 15.7547 6.8359
H 15.2199 14.0935 9.3263
H 14.7960 13.2766 7.9290
H 13.7842 14.7940 8.4977
C 9.7487 9.2555 12.7821
O 9.8143 9.4723 14.1810
C 9.6435 8.2876 14.9923
C 9.8780 8.6836 16.4826
O 11.2614 8.9102 16.7643
C 11.9607 7.7334 17.1344
H 8.7527 8.9360 12.4532
H 10.5096 8.5469 12.4604
H 10.0705 10.2008 12.3612
H 10.3288 7.5686 14.5324
H 8.6756 7.8283 14.9099
H 9.4799 7.8769 17.1373
H 9.2596 9.5607 16.7617
H 12.9999 8.0292 17.2600
H 11.8683 6.9974 16.2990
H 11.5864 7.2691 18.0339
C 18.6233 16.6185 15.9655
O 18.2217 15.7005 16.9196
C 19.1767 14.6707 17.1757
C 18.7076 13.3455 16.6362
O 18.4601 13.4567 15.2239
C 18.2291 12.2654 14.4755
H 18.5104 16.3611 14.8943
H 19.6526 16.9358 16.0604
H 18.1033 17.5598 16.0495
H 19.2741 14.5835 18.2745
H 20.1290 14.9429 16.7027
H 17.7815 13.0913 17.1493
H 19.4520 12.5785 16.8762
H 18.0572 12.6451 13.4721
H 17.3428 11.7317 14.8122
H 19.1613 11.6644 14.4386
C 13.7287 10.2883 14.9289
O 14.2642 11.4134 14.2393
C 13.8427 11.6213 12.9069
C 14.4798 12.9003 12.4489
O 13.7922 14.0722 13.0089
C 14.1179 15.2246 12.2684
H 14.0011 10.3826 15.9893
H 14.1274 9.3212 14.5103
H 12.6481 10.2500 14.8248
H 12.7455 11.6853 12.8875
H 14.1831 10.8028 12.2413
H 14.4363 12.9409 11.3571
H 15.5206 12.8859 12.7427
H 15.2154 15.4073 12.1263
H 13.7039 16.1608 12.7794
H 13.6970 15.1091 11.2872
C 8.0930 14.5570 19.8545
O 8.6323 13.5377 19.1184
C 8.0818 13.4711 17.8003
C 8.8360 12.5453 16.9206
O 10.0556 13.1241 16.4509
C 11.0534 12.1336 16.2609
H 8.1410 15.5373 19.3780
H 8.5122 14.5748 20.8379
H 7.0243 14.3942 20.0140
H 8.0645 14.4651 17.3570
H 7.0510 13.0629 17.8851
H 8.1768 12.2928 16.0812
H 9.0276 11.6031 17.4596
H 11.9591 12.6298 15.8220
H 10.5965 11.3761 15.5983
H 11.3420 11.6544 17.1875
C 12.8439 17.4961 15.6358
Cl 11.8439 16.5734 16.7421
Cl 14.5404 17.6551 16.2552
Cl 12.1048 19.0691 15.2289
H 12.9476 16.8934 14.7229
C 16.1534 19.0347 11.4350
Cl 15.3849 18.7925 13.0492
Cl 16.0192 20.6951 10.8245
Cl 15.6535 17.7832 10.1965
H 17.2266 18.9042 11.5403
*
```